30
Properties=species:S:1:pos:R:3:forces:R:3 method="wB97M-V/def2-TZVPD" charge=0 mol_weight_g_mol=175.3 energy_ha=-522.1115 gap_ha=0.3203 smiles=Cc1c[nH]c2ccccc12.CCC lumo_ev=0.88 de_lowest_kj_mol=285.6
C 1.166 -0.427 -2.496 2.1618 0.1901 -4.1493
C 1.780 0.083 -1.294 0.2062 0.7584 1.0805
C 2.780 0.929 -0.916 0.6056 0.0825 0.1384
N 3.136 0.860 0.436 -2.2930 -1.1083 -0.9789
C 2.139 -0.033 0.992 0.6203 0.1229 0.8827
C 1.904 -0.544 2.304 1.7195 0.6636 2.0610
C 0.881 -1.450 2.638 0.7863 0.6339 -4.5241
C 0.205 -2.002 1.496 1.6339 2.9310 0.4768
C 0.420 -1.447 0.244 -2.3390 -2.8396 -2.3571
C 1.344 -0.482 -0.100 0.7984 -0.2638 3.5903
H 1.910 -0.286 -3.392 -1.0673 -0.7165 1.4828
H 0.335 0.076 -2.927 -1.1560 0.7422 0.2956
H 0.891 -1.479 -2.420 0.2670 0.0563 0.0274
H 3.329 1.666 -1.440 0.3977 0.2852 -0.9945
H 3.803 1.569 0.742 -0.7593 -0.8128 0.7543
H 2.643 -0.298 3.171 -1.4508 0.0475 -1.7139
H 0.627 -1.727 3.605 -0.0025 -0.5312 1.6605
H -0.511 -2.738 1.562 -1.4903 -1.5069 0.4168
H -0.225 -1.946 -0.626 1.4712 1.1894 1.8530
C -1.756 1.703 0.549 -0.0471 -0.2326 -3.1833
C -2.283 0.485 -0.272 2.9436 -2.9426 1.6291
C -3.667 0.478 -0.641 -3.5030 1.8147 1.2562
H -2.036 2.665 -0.043 0.5021 -1.5145 0.9035
H -2.313 1.762 1.492 1.1217 -0.0803 0.2039
H -0.645 1.515 0.363 -1.1582 0.9134 1.7608
H -2.075 -0.603 0.270 -0.3916 2.8940 -0.6040
H -1.652 0.270 -1.145 0.0694 0.7450 -0.1086
H -3.947 1.466 -1.181 -0.0096 -1.4745 1.1552
H -4.297 0.242 0.335 0.7396 1.0389 -2.0566
H -3.887 -0.306 -1.306 -0.3766 -1.0853 -0.9585